[1]
{"formula": "C3H6FNO3", "method": "ωB97M-V/def2-TZVPD", "elements": ["C", "C", "C", "N", "O", "O", "O", "F", "H", "H", "H", "H", "H", "H"], "xyz": [[0.29967, 0.52831, -0.08460], [1.09332, -0.91351, -0.01900], [-1.23592, 0.63532, 0.17076], [-1.81240, -0.27811, -0.53395], [0.90599, 1.41484, 0.80874], [0.55451, 0.99084, -1.40303], [-1.54804, 1.42203, 0.98965], [0.24769, -1.97491, 0.19226], [1.64370, -1.19169, -0.86635], [1.72983, -0.77548, 0.86939], [0.20453, 1.88883, 1.35545], [-2.84525, -0.24780, -0.56436], [-1.17865, -0.87727, -1.06726], [1.33430, 1.49767, -1.13892]], "atomic_forces_ev_per_a": [[1.25, -0.62, 0.08], [-1.31, 1.99, 2.60], [4.89, -1.72, -0.44], [-3.07, -0.86, -1.16], [-0.09, -0.01, 0.59], [0.17, 0.52, 0.47], [-2.63, 2.20, 1.87], [-0.63, -0.59, 0.33], [0.78, 0.41, -1.44], [-0.04, -0.37, -0.33], [0.61, -0.92, -1.15], [1.05, -0.71, -0.40], [-1.23, 0.15, 0.07], [0.23, 0.52, -1.08]], "nbo_charge": [0.36, 0.02, 0.65, -0.78, -0.75, -0.72, -0.61, -0.37, 0.18, 0.18, 0.52, 0.41, 0.43, 0.49], "homo_energy_ev": -10.04, "energy_ev": -13557.652, "total_charge": 0, "lumo_ev": 0.81, "de_lowest_kj_mol": 7.9, "homo_lumo_gap_ev": 10.857, "spin_multiplicity": 1, "smiles": "NC(=O)C(O)(O)CF"}

---

[2]
{"formula": "C2H2Cl2N2S", "method": "ωB97M-V/def2-TZVPD", "elements": ["C", "C", "N", "N", "S", "Cl", "Cl", "H", "H"], "xyz": [[0.14715, -0.80085, 0.21028], [-1.14942, -0.32991, 0.03644], [-0.09003, 1.50314, -0.13756], [-1.27647, 0.98069, -0.18288], [1.32857, 0.39126, 0.08434], [-2.50773, -1.34988, -0.00543], [3.16149, -1.04972, 0.01252], [0.42222, -1.82032, 0.39774], [-0.03578, 2.47560, -0.41546]], "atomic_forces_ev_per_a": [[-0.09, 0.57, -0.16], [0.76, -0.06, 0.11], [-0.37, -0.75, 0.19], [0.51, 0.05, -0.21], [-0.37, 0.50, -0.22], [-0.31, -0.08, 0.10], [-0.38, -0.14, 0.12], [0.12, -0.14, -0.05], [0.12, 0.05, 0.11]], "nbo_charge": [-0.41, 0.02, -0.47, -0.15, 0.77, 0.07, -0.54, 0.29, 0.41], "homo_energy_ev": -9.49, "energy_ev": -40965.180, "total_charge": 0, "lumo_ev": -1.26, "de_lowest_kj_mol": 0.0, "homo_lumo_gap_ev": 8.236, "spin_multiplicity": 1}

---

[3]
{"formula": "C44H50O2P", "method": "ωB97M-V/def2-TZVPD", "elements": ["C", "C", "C", "C", "C", "C", "C", "C", "C", "C", "C", "C", "C", "C", "C", "C", "C", "C", "C", "C", "C", "C", "H", "H", "H", "H", "H", "H", "H", "H", "H", "H", "H", "H", "H", "H", "H", "H", "H", "H", "H", "H", "H", "H", "H", "H", "H", "H", "H", "H", "H", "C", "C", "O", "C", "C", "P", "C", "C", "C", "C", "C", "C", "C", "C", "C", "C", "C", "C", "C", "C", "C", "C", "C", "C", "O", "H", "H", "H", "H", "H", "H", "H", "H", "H", "H", "H", "H", "H", "H", "H", "H", "H", "H", "H", "H", "H"], "xyz": [[-5.16726, 0.82862, -1.07331], [-4.38365, -0.20791, -1.81527], [-3.72819, -1.21127, -1.10710], [-3.02423, -2.22963, -1.74638], [-2.45657, -3.31439, -0.86667], [-2.87897, -2.18137, -3.14616], [-1.99056, -3.18299, -3.87695], [-2.62735, -4.57739, -3.99952], [-0.54754, -3.24524, -3.27136], [0.06742, -1.96765, -2.86924], [1.45055, -1.72911, -2.78917], [1.96123, -0.41610, -3.11350], [1.12088, 0.59699, -3.83340], [3.26007, -0.08590, -2.76807], [4.13495, -1.01704, -2.19532], [5.53545, -0.62222, -1.85754], [3.68185, -2.32834, -2.00886], [2.39710, -2.72881, -2.34233], [2.03861, -4.16183, -2.13093], [-3.55732, -1.18813, -3.88125], [-3.49005, -1.14281, -5.38341], [-4.29840, -0.21946, -3.20886], [-5.57043, 1.57265, -1.76392], [-6.00820, 0.37614, -0.53209], [-4.54567, 1.33999, -0.32698], [-3.78077, -1.23210, -0.01872], [-2.46494, -4.30126, -1.34197], [-1.42971, -3.09389, -0.52774], [-3.08325, -3.39687, 0.03560], [-1.84850, -2.81517, -4.90279], [-3.61437, -4.50592, -4.47213], [-2.00855, -5.23263, -4.62432], [-2.75133, -5.05458, -3.02245], [-0.58214, -3.90419, -2.38940], [0.09791, -3.71785, -4.03539], [-0.62273, -1.12913, -2.73509], [1.71637, 1.50164, -4.01363], [0.77784, 0.23543, -4.81448], [0.23192, 0.87249, -3.25151], [3.61648, 0.92658, -2.96699], [6.08450, -1.49270, -1.48218], [6.06786, -0.21308, -2.73087], [5.53762, 0.15052, -1.07634], [4.37564, -3.05818, -1.58662], [2.94426, -4.73084, -1.89654], [1.33910, -4.27586, -1.29409], [1.59675, -4.62613, -3.01758], [-4.12011, -0.32857, -5.75425], [-2.47270, -0.95997, -5.75394], [-3.84021, -2.08204, -5.83001], [-4.81751, 0.54347, -3.78826], [-3.61566, -2.04217, 4.11541], [-3.11297, -0.63410, 3.94440], [-1.91538, -0.70016, 3.13133], [-1.28315, 0.51411, 3.11816], [0.08988, 0.39579, 2.68852], [1.05023, 1.82083, 2.83978], [0.43947, 3.01174, 1.62883], [0.01183, 4.29851, 1.97631], [-0.49210, 5.14438, 0.98591], [-0.62845, 4.68696, -0.32514], [-0.27469, 3.37598, -0.65820], [0.26795, 2.53806, 0.31760], [1.14929, 2.75290, 4.38329], [2.01199, 3.86232, 4.44552], [2.10687, 4.61185, 5.61793], [1.36371, 4.24228, 6.73914], [0.52970, 3.12543, 6.69190], [0.42275, 2.37364, 5.51980], [2.79821, 1.50709, 2.48406], [3.41319, 2.01289, 1.32877], [4.73680, 1.67023, 1.03882], [5.45575, 0.85041, 1.91112], [4.86323, 0.39208, 3.09092], [3.53494, 0.71184, 3.37977], [-1.86567, 1.55756, 3.45915], [-4.54993, -2.04898, 4.67756], [-3.78321, -2.52988, 3.15299], [-2.89112, -2.62857, 4.68635], [-3.84736, 0.01220, 3.43891], [-2.87635, -0.21485, 4.93534], [0.48060, -0.57562, 2.42315], [0.08971, 4.64771, 3.00553], [-0.76654, 6.16388, 1.25108], [-1.00371, 5.35621, -1.09560], [-0.39972, 3.00077, -1.67386], [0.55828, 1.51472, 0.06776], [2.61189, 4.14250, 3.57583], [2.76736, 5.47736, 5.65131], [1.44453, 4.81855, 7.65715], [-0.03979, 2.82815, 7.57055], [-0.22417, 1.49753, 5.48160], [2.86294, 2.67786, 0.66037], [5.20196, 2.05239, 0.12936], [6.48091, 0.56888, 1.66972], [5.43583, -0.22449, 3.78253], [3.06706, 0.34728, 4.29856]], "atomic_forces_ev_per_a": [[-0.19, 0.28, 0.13], [0.24, -0.19, -0.10], [-0.10, -0.14, -0.13], [-0.01, 0.45, -0.21], [-0.01, -0.25, 0.41], [-0.09, -0.16, 0.05], [-0.03, 0.59, 0.05], [0.23, -0.05, -0.04], [-0.52, -0.63, -0.12], [0.81, -0.06, -0.89], [-0.28, 0.08, -0.12], [0.20, 0.44, 0.85], [0.00, 0.23, -0.14], [-0.40, 0.13, -0.38], [-0.26, 0.01, -0.17], [0.24, -0.21, 0.17], [-0.03, -0.12, 0.00], [0.18, 0.13, -0.01], [0.18, -0.46, 0.07], [0.33, -0.08, 0.34], [-0.08, 0.10, -0.24], [-0.02, -0.08, 0.27], [0.01, -0.01, 0.14], [0.16, 0.07, -0.14], [-0.10, -0.08, -0.18], [-0.09, 0.05, -0.16], [0.08, 0.30, 0.19], [-0.30, -0.06, -0.04], [0.34, 0.03, -0.27], [-0.07, -0.07, 0.29], [0.23, 0.06, 0.13], [-0.07, 0.06, 0.11], [-0.04, 0.03, -0.30], [0.15, -0.03, -0.22], [-0.11, 0.04, 0.56], [0.19, 0.00, -0.22], [-0.28, -0.21, 0.11], [0.10, -0.01, 0.34], [0.09, -0.03, -0.09], [-0.06, -0.30, -0.05], [0.01, 0.27, -0.08], [-0.27, -0.14, 0.24], [-0.06, -0.18, -0.20], [-0.25, 0.14, -0.19], [-0.22, 0.14, 0.08], [0.03, -0.05, -0.14], [0.09, 0.16, 0.22], [0.09, -0.20, -0.01], [-0.15, -0.03, 0.06], [0.05, 0.20, 0.02], [0.06, -0.13, 0.13], [0.04, -0.27, 0.07], [-0.24, -0.15, -0.21], [-0.46, 0.63, 0.68], [0.51, 0.70, -0.27], [-0.16, 0.49, 0.71], [-0.62, -0.28, -0.32], [-0.30, 0.33, -0.22], [0.22, -0.09, -0.43], [0.05, -0.18, -0.03], [0.07, -0.04, 0.09], [0.26, -0.09, 0.34], [-0.12, 0.48, -0.07], [0.01, 0.00, 0.74], [-0.13, -0.07, 0.17], [-0.02, -0.19, -0.20], [-0.08, -0.16, -0.10], [0.10, -0.04, -0.13], [0.14, 0.18, -0.14], [0.32, -0.30, -0.37], [0.08, -0.20, 0.17], [-0.11, -0.04, 0.21], [-0.19, 0.07, -0.06], [-0.19, 0.05, -0.07], [0.08, 0.08, -0.28], [0.84, -1.07, -0.33], [-0.04, 0.05, -0.05], [-0.01, 0.02, 0.04], [-0.04, -0.03, -0.13], [0.24, -0.17, 0.31], [-0.02, 0.09, -0.47], [0.27, 0.13, 0.22], [-0.05, -0.10, -0.33], [-0.04, -0.24, -0.12], [-0.01, -0.12, 0.15], [-0.02, 0.19, 0.20], [-0.15, 0.25, 0.13], [-0.19, -0.07, 0.23], [-0.15, -0.21, 0.02], [-0.03, -0.08, -0.15], [0.13, 0.09, -0.18], [0.13, 0.27, -0.03], [0.15, -0.26, 0.18], [-0.07, -0.02, 0.27], [-0.22, 0.11, 0.12], [-0.15, 0.15, -0.16], [0.15, 0.11, -0.31]], "mulliken_charge": [-1.49, 0.33, -1.12, 1.90, -1.88, 0.36, -0.25, -1.67, -1.35, 0.67, 0.30, 0.80, -1.62, -0.90, 0.74, -1.31, -1.07, 0.89, -1.55, 0.81, -1.67, -0.93, 0.35, 0.33, 0.32, 0.58, 0.17, 0.27, 0.54, 0.55, 0.39, 0.45, 0.29, 0.43, 0.87, 0.50, 0.41, 0.33, 0.23, 0.39, 0.35, 0.39, 0.08, 0.30, 0.43, 0.34, 0.34, 0.42, 0.32, 0.31, 0.31, -1.16, -0.18, -0.31, 0.26, -0.93, 2.43, 0.21, -0.46, -0.78, -0.60, -0.61, -0.54, 0.03, -0.20, -0.71, -0.49, -0.60, -0.50, 0.04, -0.10, -0.87, -0.45, -0.73, -0.38, -0.69, 0.40, 0.20, 0.30, 0.28, 0.34, 0.51, 0.43, 0.42, 0.41, 0.34, 0.59, 0.41, 0.40, 0.39, 0.40, 0.22, 0.40, 0.60, 0.42, 0.42, 0.41], "homo_energy_ev": -9.47, "energy_ev": -59816.452, "total_charge": 1, "lumo_ev": -5.29, "de_lowest_kj_mol": 0.0, "homo_lumo_gap_ev": 4.179, "spin_multiplicity": 1}

---

[4]
{"formula": "H20O10", "method": "ωB97M-V/def2-TZVPD", "elements": ["O", "H", "H", "O", "H", "H", "O", "H", "H", "O", "H", "H", "O", "H", "H", "O", "H", "H", "O", "H", "H", "O", "H", "H", "O", "H", "H", "O", "H", "H"], "xyz": [[0.11109, 0.05307, 0.03174], [-0.23590, 0.90653, 0.23522], [-0.66089, -0.39196, -0.32511], [0.32154, -3.15502, 0.39231], [1.14129, -2.68613, 0.30183], [0.75495, -3.94529, 0.69728], [-2.45079, 0.20651, 1.76489], [-1.54149, -0.12988, 1.88032], [-2.86533, 0.21049, 2.64048], [-0.98134, 2.39288, 0.46637], [-1.53725, 2.32903, 1.26917], [-1.13578, 3.22944, 0.07598], [0.60537, 1.45253, -2.86772], [1.19692, 0.96783, -2.27059], [0.75016, 1.13251, -3.73531], [0.31618, -0.07711, 3.20198], [0.72183, -0.49851, 3.96499], [0.94228, -0.06528, 2.50884], [-0.24939, -2.33208, -3.33899], [-0.71724, -2.04006, -2.55371], [-0.43350, -1.79773, -4.10659], [2.34943, 0.21072, -1.36928], [1.77422, -0.13567, -0.64776], [2.94292, 0.87285, -0.97243], [-1.81389, -1.57220, -0.91611], [-1.33255, -2.27240, -0.45961], [-2.73578, -1.64750, -0.68714], [1.80794, 2.65557, 1.88067], [1.91246, 3.58180, 1.62110], [1.04253, 2.54507, 1.31718]], "atomic_forces_ev_per_a": [[0.86, -1.33, 0.59], [-0.19, 1.41, -0.01], [-0.40, -0.46, -0.41], [0.13, -0.16, 0.15], [0.37, 1.54, -0.53], [-0.64, -1.32, 0.31], [0.07, 0.07, 0.16], [-0.39, 0.10, 0.28], [0.39, -0.13, -0.27], [-0.05, -0.73, 1.47], [0.19, -0.11, -0.61], [-0.29, 1.23, -0.72], [-0.91, 1.06, 0.87], [0.22, -0.20, -0.13], [0.32, -0.54, -1.14], [-1.40, -0.06, 1.23], [0.10, 0.05, -0.15], [1.15, 0.02, -1.19], [0.76, -1.01, 0.02], [-0.44, 0.58, -0.30], [-0.38, 0.47, 0.20], [0.81, -0.23, 0.74], [0.11, 0.64, -0.48], [-0.40, -0.45, -0.10], [0.47, -0.03, -0.43], [-0.04, -0.33, 0.27], [-0.38, -0.03, 0.22], [-0.03, 0.90, -0.50], [0.86, 0.14, 0.60], [-0.86, -1.08, -0.15]], "nbo_charge": [-1.02, 0.49, 0.50, -0.94, 0.47, 0.47, -0.98, 0.50, 0.47, -0.97, 0.51, 0.49, -0.99, 0.49, 0.46, -0.96, 0.48, 0.49, -0.97, 0.49, 0.47, -0.97, 0.51, 0.48, -0.97, 0.51, 0.50, -0.94, 0.46, 0.47], "homo_energy_ev": -10.06, "energy_ev": -20800.067, "total_charge": 0, "lumo_ev": 0.26, "de_lowest_kj_mol": 245.7, "homo_lumo_gap_ev": 10.322, "spin_multiplicity": 1, "smiles": "O.O.O.O.O.O.O.O.O.O"}

---

What is the formula in the second record? C2H2Cl2N2S